C41H37NOP2Sc as an isolated structure, computed with wB97M-V/def2-TZVPD.

```
83
Properties=species:S:1:pos:R:3:lowdin_charge:R:1
C 0.500 0.089 -3.170 -0.13
C 1.610 0.173 -2.306 -0.35
C 2.598 -0.827 -2.343 -0.07
C 2.509 -1.867 -3.264 -0.06
C 1.416 -1.936 -4.134 -0.06
C 0.420 -0.957 -4.085 -0.06
P 1.632 1.402 -0.948 1.04
C 3.382 1.741 -0.644 -0.37
C 4.015 1.122 0.452 -0.10
C 5.383 1.296 0.647 -0.06
C 6.121 2.090 -0.241 -0.05
C 5.482 2.730 -1.310 -0.05
C 4.107 2.576 -1.506 -0.06
Sc -0.253 0.840 0.818 0.67
P -1.681 -1.454 0.652 1.05
C -0.653 -2.794 -0.018 -0.35
C -1.056 -3.554 -1.130 -0.06
C -0.170 -4.465 -1.707 -0.06
C 1.123 -4.625 -1.200 -0.06
C 1.532 -3.863 -0.102 -0.06
C 0.643 -2.984 0.507 -0.10
C -2.201 -1.855 2.354 -0.35
C -2.829 -0.846 3.116 -0.11
C -2.996 -1.011 4.487 -0.08
C -2.605 -2.205 5.101 -0.06
C -2.060 -3.240 4.334 -0.05
C -1.864 -3.076 2.961 -0.07
C -3.161 -1.159 -0.357 -0.36
C -3.387 0.139 -0.865 -0.12
C -4.424 0.364 -1.766 -0.06
C -5.298 -0.674 -2.107 -0.04
C -5.166 -1.927 -1.490 -0.04
C -4.104 -2.172 -0.613 -0.08
C 0.897 2.919 -1.661 -0.37
C 0.948 3.223 -3.033 -0.08
C 0.244 4.325 -3.527 -0.04
C -0.511 5.129 -2.666 -0.04
C -0.532 4.853 -1.296 -0.06
C 0.189 3.774 -0.786 -0.11
H -3.149 0.082 2.632 0.11
H -3.422 -0.198 5.079 0.12
H -2.730 -2.323 6.176 0.12
H -1.778 -4.181 4.811 0.12
H -1.441 -3.882 2.355 0.11
H -2.065 -3.440 -1.525 0.10
H -0.494 -5.052 -2.566 0.12
H 1.815 -5.332 -1.663 0.12
H 2.547 -3.960 0.284 0.12
H 0.954 -2.424 1.394 0.09
H -2.744 0.974 -0.563 0.07
H -4.558 1.359 -2.190 0.12
H -6.090 -0.497 -2.837 0.12
H -5.888 -2.712 -1.701 0.12
H -3.998 -3.145 -0.122 0.12
H 1.526 2.596 -3.717 0.12
H 0.283 4.553 -4.592 0.12
H -1.078 5.975 -3.058 0.12
H -1.106 5.485 -0.617 0.12
H 0.206 3.594 0.299 0.07
H 3.424 0.506 1.134 0.09
H 5.872 0.805 1.489 0.12
H 7.196 2.209 -0.094 0.12
H 6.055 3.354 -1.997 0.12
H 3.596 3.091 -2.322 0.11
H 3.436 -0.783 -1.650 0.11
H 3.279 -2.640 -3.296 0.12
H 1.341 -2.763 -4.847 0.12
H -0.421 -0.998 -4.777 0.12
H -0.306 0.827 -3.109 0.10
H -0.672 0.039 -0.833 0.06
H -0.725 0.882 -0.990 0.05
O 1.064 -0.173 1.921 -0.24
N 0.749 0.641 3.001 -0.18
C 0.463 0.099 4.204 0.01
C -0.243 0.870 5.112 -0.02
C -0.633 2.167 4.757 -0.04
C -0.250 2.730 3.550 -0.03
C 0.548 1.989 2.671 -0.16
H 0.753 -0.941 4.343 0.16
H -0.506 0.442 6.075 0.13
H -1.233 2.743 5.460 0.13
H -0.601 3.721 3.264 0.13
H 1.221 2.418 1.900 0.12
```

Multiplicity = 2
Charge = +2
HOMO-LUMO gap (alpha / beta) = 5.4422 / 7.4808 eV

C41H38AsAuN4OPS as an isolated structure, computed with wB97M-V/def2-TZVPD.

```
88
Properties=species:S:1:pos:R:3:lowdin_charge:R:1
Au 1.821 -0.197 -1.880 0.77
N -0.699 -0.116 -5.460 0.10
C 0.063 -0.429 -4.424 -0.81
S 1.530 0.422 -4.182 0.71
N -0.385 -1.513 -3.698 -0.01
N 0.414 -1.790 -2.629 -0.08
C 0.277 -2.938 -1.924 -0.15
C -0.841 -3.859 -2.086 -0.17
C -1.378 -4.510 -0.922 -0.03
C -2.661 -5.057 -0.962 -0.07
C -3.313 -5.090 -2.192 -0.10
C -2.725 -4.655 -3.326 -0.09
C -1.444 -4.096 -3.330 -0.02
C 1.383 -3.126 -0.991 -0.21
C 1.692 -4.410 -0.448 0.02
C 2.782 -4.495 0.405 -0.03
C 3.553 -3.362 0.681 -0.05
C 3.206 -2.167 0.113 -0.12
N 2.181 -2.081 -0.769 -0.02
H -0.509 0.709 -5.981 0.09
H -1.608 -0.523 -5.562 0.11
H -0.873 -4.513 0.034 0.10
H -3.117 -5.384 -0.027 0.11
H -4.341 -5.514 -2.195 0.12
H -3.282 -4.690 -4.278 0.12
H -1.020 -3.721 -4.260 0.11
H 1.114 -5.265 -0.764 0.12
H 2.989 -5.445 0.903 0.12
H 4.354 -3.442 1.421 0.12
H 3.791 -1.262 0.258 0.11
C 4.653 -0.027 -3.408 -0.08
C 3.727 0.878 -2.643 -0.52
O 3.785 2.026 -2.339 0.04
H 5.692 0.320 -3.223 0.10
H 4.434 -0.026 -4.482 0.07
H 4.459 -1.055 -3.052 0.07
C 0.099 0.946 1.058 -0.36
C -0.170 2.121 2.041 -0.42
As -1.800 2.056 3.158 1.30
C -1.913 0.137 3.793 -0.38
C -3.156 -0.407 4.194 -0.12
C -3.177 -1.664 4.768 -0.07
C -2.009 -2.464 4.773 -0.09
C -0.827 -1.952 4.317 -0.09
C -0.757 -0.624 3.870 -0.13
C -3.330 2.040 1.926 -0.41
C -3.823 0.890 1.273 -0.13
C -4.997 1.009 0.590 -0.10
C -5.691 2.225 0.483 -0.07
C -5.197 3.352 1.139 -0.10
C -4.013 3.277 1.830 -0.14
P 1.486 1.373 -0.091 0.96
C 2.784 1.787 1.064 -0.35
C 2.946 1.040 2.249 -0.10
C 3.908 1.441 3.168 -0.09
C 4.653 2.578 3.015 -0.07
C 4.535 3.303 1.838 -0.04
C 3.645 2.882 0.827 -0.08
C 0.838 2.832 -0.906 -0.37
C -0.287 2.656 -1.738 -0.12
C -0.749 3.666 -2.577 -0.07
C -0.285 4.972 -2.390 -0.06
C 0.687 5.217 -1.409 -0.06
C 1.239 4.178 -0.662 -0.07
H -0.773 0.773 0.442 0.06
H 0.301 -0.033 1.524 0.06
H -0.226 3.072 1.506 0.05
H 0.616 2.236 2.793 0.05
H -4.076 0.201 4.083 0.11
H -4.122 -2.029 5.177 0.11
H -2.029 -3.492 5.089 0.10
H 0.019 -2.579 4.273 0.09
H 0.196 -0.221 3.606 0.07
H -3.295 -0.065 1.264 0.11
H -5.451 0.125 0.118 0.11
H -6.637 2.263 -0.051 0.10
H -5.782 4.246 1.217 0.10
H -3.576 4.183 2.278 0.10
H 2.372 0.147 2.477 0.10
H 4.024 0.885 4.104 0.12
H 5.235 2.850 3.888 0.12
H 5.147 4.166 1.608 0.11
H 3.627 3.347 -0.146 0.09
H -0.665 1.608 -1.841 0.10
H -1.496 3.467 -3.331 0.11
H -0.730 5.795 -2.920 0.10
H 1.006 6.228 -1.259 0.10
H 1.975 4.361 0.120 0.09
```

Relative energy (zero: lowest compared OMol25 entry of this formula, charge and spin) = 0.00 kJ/mol
Multiplicity = 3
Charge = +1
HOMO-LUMO gap (alpha / beta) = 5.9911 / 5.2845 eV

C41H38AsCeN3O3PS5Sb as an isolated structure, computed with wB97M-V/def2-TZVPD.

```
94
Properties=species:S:1:pos:R:3:lowdin_charge:R:1
Ce -1.542 0.446 0.219 -0.19
C -6.601 1.280 -0.426 0.00
C -5.707 1.796 0.729 -0.26
N -5.152 2.947 0.899 0.05
O -5.550 3.954 0.029 -0.05
C -4.948 0.837 1.626 -0.31
C -5.475 0.356 2.919 0.00
N -3.760 0.679 1.255 -0.11
O -2.845 0.033 1.982 -0.35
H -7.339 2.029 -0.743 0.08
H -7.106 0.370 -0.187 0.06
H -5.854 1.044 -1.216 0.09
H -4.763 4.528 -0.033 0.11
H -4.806 -0.304 3.478 0.08
H -6.467 -0.021 2.756 0.07
H -5.563 1.319 3.530 0.13
O -1.864 -2.462 1.971 -0.03
N -1.320 -2.082 0.784 -0.15
C -0.559 -3.006 0.370 -0.07
C 0.261 -2.978 -0.907 -0.18
C 1.356 -3.832 -0.863 -0.02
C 2.281 -3.681 -1.884 -0.07
C 2.011 -2.840 -2.961 -0.07
C 0.839 -2.131 -3.075 -0.08
C -0.068 -2.227 -2.052 -0.35
P -1.640 -1.408 -2.242 1.03
C -1.476 -0.803 -3.913 -0.39
C -1.273 0.538 -4.127 -0.12
C -0.817 0.948 -5.467 -0.01
C -0.606 -0.006 -6.456 -0.08
C -1.031 -1.304 -6.247 -0.10
C -1.465 -1.668 -5.012 -0.11
C -2.816 -2.783 -2.107 -0.32
C -4.066 -2.641 -1.425 -0.09
C -4.828 -3.708 -1.196 -0.10
C -4.419 -4.978 -1.613 -0.07
C -3.192 -5.154 -2.271 -0.07
C -2.444 -4.038 -2.572 -0.11
H -2.372 -1.700 2.232 0.04
H -0.438 -3.902 0.973 0.14
H 1.500 -4.506 0.014 0.13
H 3.184 -4.202 -1.975 0.09
H 2.700 -2.853 -3.795 0.11
H 0.680 -1.471 -3.932 0.11
H -1.299 1.284 -3.357 -0.06
H -0.438 1.964 -5.474 0.10
H -0.156 0.289 -7.374 0.09
H -1.040 -2.048 -7.029 0.11
H -1.679 -2.701 -4.911 0.09
H -4.398 -1.651 -1.145 0.10
H -5.847 -3.639 -0.810 0.11
H -5.164 -5.759 -1.550 0.10
H -2.995 -6.170 -2.660 0.12
H -1.478 -4.164 -3.056 0.11
S -2.707 2.056 -1.580 0.17
As -0.730 2.980 -1.291 -0.24
S 0.587 1.083 -1.485 0.17
S -0.822 3.002 0.943 0.17
S -0.519 4.656 -2.408 0.02
S 0.544 -0.288 2.331 0.15
Sb 2.508 0.898 2.350 1.31
C 2.489 2.909 1.860 -0.38
C 2.418 3.391 0.593 -0.20
C 2.356 4.761 0.385 -0.09
C 2.426 5.674 1.422 -0.06
C 2.400 5.183 2.728 -0.10
C 2.298 3.838 2.965 -0.11
C 4.036 0.185 1.130 -0.32
C 3.714 -0.309 -0.167 -0.11
C 4.717 -0.774 -0.996 -0.09
C 6.027 -0.700 -0.539 -0.08
C 6.360 -0.147 0.686 -0.09
C 5.359 0.191 1.541 -0.13
C 3.438 0.897 4.189 -0.35
C 3.188 0.074 5.333 -0.10
C 3.821 0.242 6.579 -0.07
C 4.774 1.305 6.689 -0.06
C 5.132 2.042 5.532 -0.10
C 4.497 1.821 4.356 -0.19
H 2.479 2.727 -0.265 0.06
H 2.462 5.060 -0.669 0.11
H 2.684 6.732 1.245 0.12
H 2.525 5.880 3.546 0.10
H 2.264 3.502 4.006 0.10
H 2.684 -0.428 -0.541 0.05
H 4.399 -1.225 -1.910 0.09
H 6.815 -1.161 -1.296 0.14
H 7.378 -0.062 1.019 0.11
H 5.682 0.627 2.455 0.08
H 2.422 -0.701 5.200 0.09
H 3.600 -0.416 7.423 0.10
H 5.264 1.491 7.659 0.10
H 6.012 2.686 5.682 0.12
H 4.872 2.497 3.599 0.11
```

Relative energy (zero: lowest compared OMol25 entry of this formula, charge and spin) = 94.52 kJ/mol
Charge = 0
HOMO-LUMO gap (alpha / beta) = 6.6147 / 6.6133 eV

C41H38BrN4O3PY as an isolated structure, computed with wB97M-V/def2-TZVPD.

```
89
Properties=species:S:1:pos:R:3:lowdin_charge:R:1
Y -0.898 0.306 0.179 1.48
Br -7.877 1.876 -2.654 0.75
C -6.338 1.274 -1.747 -0.70
C -6.226 -0.073 -1.385 -0.11
C -5.115 -0.533 -0.718 0.00
C -4.051 0.332 -0.402 -0.34
O -3.000 -0.105 0.236 -0.21
C -4.173 1.692 -0.775 -0.13
C -3.175 2.680 -0.453 -0.04
N -1.980 2.442 -0.036 0.02
C -1.122 3.524 0.268 -0.20
C -1.097 4.723 -0.389 0.01
C -0.225 5.755 0.031 -0.05
C 0.596 5.583 1.105 -0.02
C 0.614 4.338 1.786 -0.14
C 1.416 4.099 2.925 0.01
C 1.402 2.871 3.518 -0.04
C 0.623 1.856 2.931 -0.14
N -0.153 2.038 1.888 0.05
C -0.208 3.292 1.336 -0.16
C -5.331 2.149 -1.429 -0.08
H -7.031 -0.754 -1.628 0.11
H -5.041 -1.570 -0.420 0.12
H -3.497 3.720 -0.556 0.14
H -1.743 4.886 -1.241 0.12
H -0.226 6.692 -0.509 0.11
H 1.245 6.379 1.444 0.12
H 2.036 4.897 3.315 0.13
H 1.999 2.648 4.390 0.12
H 0.674 0.848 3.329 0.09
H -5.417 3.197 -1.689 0.11
C -1.046 -3.754 -2.374 -0.01
C -1.021 -2.424 -1.926 -0.09
N -1.007 -2.097 -0.649 0.05
C -1.051 -3.087 0.275 -0.16
C -1.062 -4.440 -0.079 -0.14
C -1.053 -4.760 -1.449 0.01
C -1.087 -5.454 0.940 0.00
C -1.129 -5.122 2.243 -0.01
C -1.160 -3.742 2.646 -0.13
C -1.272 -3.362 3.995 0.01
C -1.359 -2.034 4.319 -0.02
C -1.300 -1.094 3.281 -0.12
N -1.151 -1.420 2.014 0.03
C -1.108 -2.731 1.679 -0.15
H -1.052 -3.957 -3.435 0.12
H -1.002 -1.595 -2.623 0.11
H -1.058 -5.799 -1.756 0.13
H -1.080 -6.493 0.635 0.12
H -1.158 -5.883 3.012 0.12
H -1.306 -4.128 4.759 0.13
H -1.473 -1.704 5.341 0.12
H -1.385 -0.035 3.502 0.11
O 0.871 1.299 -1.006 -0.14
C 0.290 1.080 -2.112 -0.57
O -0.871 0.567 -2.122 -0.11
C 0.976 1.411 -3.387 -0.14
C 2.239 1.996 -3.351 -0.02
C 2.887 2.307 -4.535 -0.07
C 2.273 2.034 -5.751 -0.07
C 1.012 1.454 -5.786 -0.07
C 0.361 1.141 -4.604 -0.02
H 2.694 2.209 -2.393 0.11
H 3.867 2.765 -4.511 0.11
H 2.778 2.281 -6.676 0.11
H 0.538 1.249 -6.736 0.11
H -0.626 0.698 -4.615 0.12
C 3.391 1.489 0.907 -0.15
C 3.377 0.093 0.305 -0.41
P 1.981 -0.960 0.851 0.95
C 2.202 -2.458 -0.206 -0.40
C 3.608 -2.795 -0.698 -0.14
C 2.444 -1.495 2.549 -0.40
C 3.548 -2.527 2.735 -0.14
H 4.232 2.065 0.518 0.08
H 3.506 1.466 1.993 0.06
H 2.477 2.029 0.663 0.04
H 4.322 -0.420 0.506 0.08
H 3.288 0.160 -0.782 0.07
H 1.549 -2.322 -1.071 0.06
H 1.769 -3.300 0.343 0.07
H 4.010 -1.995 -1.321 0.07
H 3.591 -3.699 -1.309 0.08
H 4.312 -2.960 0.115 0.06
H 1.525 -1.843 3.034 0.05
H 2.712 -0.571 3.074 0.07
H 3.313 -3.459 2.220 0.07
H 3.682 -2.764 3.791 0.07
H 4.511 -2.176 2.361 0.07
```

Relative energy (zero: lowest compared OMol25 entry of this formula, charge and spin) = 18.21 kJ/mol
Charge = +1
HOMO-LUMO gap = 6.9556 eV

C41H38GeN4O8Sr as an isolated structure, computed with wB97M-V/def2-TZVPD.

```
93
Properties=species:S:1:pos:R:3:lowdin_charge:R:1
Sr -0.043 0.877 -1.470 1.61
O 6.468 1.352 0.610 0.04
C 5.161 1.101 0.219 -0.26
C 4.217 0.546 1.070 0.07
C 2.907 0.521 0.544 -0.21
N 2.659 0.880 -0.680 0.08
C 3.534 1.310 -1.572 -0.18
C 4.863 1.451 -1.134 0.08
C 3.030 1.564 -3.007 -0.60
O 3.913 2.074 -3.734 -0.01
O 1.795 1.222 -3.243 -0.21
C 1.715 -0.067 1.315 -0.62
O 1.958 -0.478 2.462 0.00
O 0.571 -0.125 0.691 -0.29
H 6.608 1.046 1.504 0.09
H 4.405 0.150 2.052 0.12
H 5.614 1.901 -1.770 0.12
C 1.208 -2.511 -2.640 -0.22
Ge 1.706 -2.657 -0.700 1.08
C 3.633 -2.958 -0.750 -0.33
C 4.377 -2.416 -1.808 -0.12
C 5.725 -2.647 -1.971 -0.09
C 6.404 -3.335 -0.982 -0.11
C 5.726 -3.821 0.117 -0.10
C 4.331 -3.679 0.236 -0.10
C 1.029 -4.320 0.059 -0.27
C 0.284 -4.245 1.219 -0.11
C -0.291 -5.400 1.835 -0.08
C -0.275 -6.626 1.211 -0.06
C 0.367 -6.735 -0.042 -0.17
C 0.385 -7.975 -0.729 -0.06
C 1.097 -8.152 -1.893 -0.12
C 1.948 -7.150 -2.339 -0.08
C 1.984 -5.902 -1.676 -0.03
C 1.173 -5.621 -0.560 -0.15
H 1.594 -3.388 -3.195 0.02
H 1.620 -1.579 -3.022 -0.01
H 0.099 -2.477 -2.662 0.02
H 3.892 -1.874 -2.586 0.09
H 6.303 -2.231 -2.788 0.10
H 7.466 -3.507 -1.109 0.09
H 6.284 -4.347 0.894 0.10
H 3.841 -4.151 1.101 0.11
H 0.157 -3.271 1.754 0.11
H -0.840 -5.235 2.769 0.10
H -0.699 -7.582 1.567 0.11
H -0.198 -8.815 -0.378 0.10
H 1.067 -9.126 -2.379 0.10
H 2.553 -7.265 -3.258 0.11
H 2.649 -5.123 -2.048 0.09
C -0.341 5.918 4.131 -0.06
C -1.390 6.192 3.068 -0.22
C -1.967 7.464 2.847 -0.07
C -2.912 7.626 1.818 -0.11
C -3.277 6.610 0.958 -0.05
C -2.725 5.342 1.145 -0.19
N -2.973 4.275 0.282 0.08
C -4.124 3.947 -0.411 -0.18
C -5.403 4.491 -0.144 -0.05
C -6.434 4.411 -1.057 -0.11
C -6.237 3.772 -2.277 -0.12
C -5.014 3.125 -2.515 -0.03
C -3.963 3.128 -1.573 -0.04
C -2.653 2.277 -1.809 -0.56
O -2.473 1.600 -2.842 -0.03
O -1.782 2.401 -0.849 -0.25
C -1.851 5.096 2.251 -0.13
C -1.439 3.686 2.612 -0.04
H 0.178 6.826 4.447 0.07
H 0.364 5.200 3.724 0.07
H -0.753 5.487 5.038 0.08
H -1.734 8.287 3.549 0.10
H -3.462 8.604 1.700 0.11
H -3.993 6.775 0.181 0.10
H -2.226 3.595 0.040 0.07
H -5.543 5.004 0.802 0.10
H -7.410 4.869 -0.911 0.10
H -7.056 3.758 -2.978 0.08
H -4.846 2.667 -3.485 0.11
H -2.022 2.918 2.122 0.07
H -1.499 3.545 3.686 0.08
H -0.430 3.454 2.353 0.08
C -4.813 -1.418 0.881 -0.11
N -3.885 -1.064 -0.160 0.01
C -2.538 -0.868 0.056 -0.56
N -2.188 -0.607 1.330 0.19
O -1.688 -0.877 -0.897 -0.17
H -5.796 -1.649 0.403 0.10
H -5.018 -0.616 1.572 0.07
H -4.503 -2.352 1.361 0.09
H -4.142 -1.228 -1.134 0.15
H -2.849 -0.444 2.068 0.09
H -1.159 -0.434 1.513 0.11
```

Relative energy (zero: lowest compared OMol25 entry of this formula, charge and spin) = 0.00 kJ/mol
Multiplicity = 2
Charge = -1
HOMO-LUMO gap (alpha / beta) = 7.1328 / 6.8879 eV

What F_max values result from the calculations? In sequence: 0.046 0.065 0.071 0.010 0.051 Eh/bohr.
What electronic energy values result from the calculations? In sequence: -3157.37608 -4990.09019 -7258.46106 -4983.75185 -4514.05359 Ha.